[1]
Formula: C12H9Cl4O5
Source: the OMol25 dataset
Level of theory: ωB97M-V/def2-TZVPD

Its total charge is -1. The value obtained for the relative energy (zero: lowest compared OMol25 entry of this formula, charge and spin) is 0.0 kJ/mol. The HOMO-LUMO gap comes out at 0.170 Ha. The calculation puts the calculated total energy at -72917.568 eV.

Each line ends with the natural charge from an NBO analysis.
Geometry (Å):
Cl1 2.6059 -1.7942 3.1823  0.067
C1 1.1819 -0.8780 2.9461  -0.097
C2 1.1735 0.4798 2.9661  -0.116
Cl2 2.5745 1.4178 3.2353  0.064
C3 -0.0878 1.2379 2.7088  0.507
O1 -0.0956 2.4203 2.3934  -0.475
C4 -1.3423 0.4541 2.9356  -0.126
Cl3 -2.7832 1.3551 3.0861  0.069
C5 -1.3072 -0.9029 3.0147  -0.070
Cl4 -2.6546 -1.8430 3.4514  0.093
C6 -0.0671 -1.6544 2.6799  0.481
O2 -0.0626 -2.8109 2.2778  -0.432
C7 -3.8867 -4.6744 -2.6068  -0.619
C8 -3.4684 -3.9911 -1.3313  -0.073
O3 -2.0722 -3.6586 -1.4772  -0.552
C9 -1.6392 -2.6673 -0.6183  0.761
C10 -0.2627 -2.3858 -0.9833  -0.629
C11 0.3844 -1.1553 -0.7541  0.481
C12 1.7751 -1.1375 -1.3367  -0.694
O4 -0.1116 -0.1985 -0.1397  -0.726
O5 -2.3737 -2.1933 0.2398  -0.688
H1 -4.8576 -5.1507 -2.4670  0.193
H2 -3.9894 -3.9357 -3.4081  0.201
H3 -3.1532 -5.4243 -2.9180  0.208
H4 -4.0475 -3.0749 -1.1536  0.195
H5 -3.5697 -4.6588 -0.4642  0.164
H6 0.1917 -3.1057 -1.6629  0.192
H7 1.7666 -1.5933 -2.3334  0.206
H8 2.1446 -0.1111 -1.4105  0.204
H9 2.4560 -1.7305 -0.7091  0.210

=====

[2]
Formula: C12H9N4O10
Source: the OMol25 dataset
Level of theory: ωB97M-V/def2-TZVPD

Its total charge is -1. The value obtained for the relative energy (zero: lowest compared OMol25 entry of this formula, charge and spin) is 0.0 kJ/mol. The HOMO-LUMO gap comes out at 0.264 Ha. The calculation puts the calculated total energy at -39017.556 eV.

Each line ends with the natural charge from an NBO analysis.
Geometry (Å):
O1 2.6346 2.3063 2.2567  -0.415
N1 1.3917 2.2663 2.3323  0.515
O2 0.7296 3.3218 2.4389  -0.467
C1 0.6181 1.0393 2.2567  -0.168
C2 -0.7983 1.0783 2.2660  -0.075
C3 -1.5663 -0.0699 2.0317  -0.057
N2 -2.9951 0.0782 2.0426  0.497
O3 -3.5207 1.1711 2.3471  -0.447
O4 -3.6759 -0.8994 1.6566  -0.466
C4 -1.0438 -1.5675 1.8865  -0.256
C5 0.4248 -1.4287 2.0857  0.025
N3 1.2595 -2.4692 1.7071  0.389
O5 1.0245 -3.6570 1.5001  -0.458
O6 2.5459 -1.9440 1.6022  -0.175
N4 2.5485 -0.5674 1.8968  -0.121
C6 1.2059 -0.2614 2.0974  0.196
H1 -1.2358 2.0568 2.4710  0.280
H2 -1.4974 -2.0856 2.7537  0.281
C7 -0.4166 -6.4091 -0.9876  -0.630
C8 -1.0126 -5.0123 -0.7098  0.537
C9 -2.1263 -4.6370 -1.6525  -0.657
O7 -1.4846 -5.0102 0.6544  -0.518
C10 -1.8509 -3.8243 1.2366  0.815
O8 -2.4938 -3.8989 2.2715  -0.563
C11 -1.3850 -2.4461 0.6744  -0.455
C12 -0.2368 -2.7463 -0.4032  0.824
O9 0.4135 -1.8458 -0.8895  -0.566
O10 0.0159 -4.0216 -0.8377  -0.523
H3 0.3918 -6.6276 -0.2756  0.241
H4 -1.1980 -7.1814 -0.8960  0.220
H5 -0.0242 -6.4666 -2.0123  0.221
H6 -2.5058 -3.6305 -1.4184  0.222
H7 -1.7278 -4.6634 -2.6721  0.226
H8 -2.9250 -5.3766 -1.5689  0.222
H9 -2.2322 -1.9380 0.1623  0.305

=====

[3]
Formula: C13H10BrO2Pm
Source: the OMol25 dataset
Level of theory: ωB97M-V/def2-TZVPD

The expectation value of S² is 6.006. Its total charge is +2. The value obtained for the relative energy (zero: lowest compared OMol25 entry of this formula, charge and spin) is 64.4 kJ/mol. The HOMO-LUMO gap (alpha / beta) comes out at 0.292 / 0.306 Ha. The calculation puts the calculated total energy at -104319.229 eV. Its spin multiplicity is 5.

Each line ends with the Löwdin spin population.
Geometry (Å):
Pm1 -0.5048 0.9625 -1.5971  4.042
C1 -1.5470 -1.4403 -0.3361  -0.003
C2 -1.6809 -0.5191 0.7050  -0.003
C3 -2.4584 0.6270 0.5250  -0.002
C4 -3.1290 0.8412 -0.6884  -0.003
C5 -3.0122 -0.0900 -1.7189  -0.002
C6 -2.2107 -1.2225 -1.5459  -0.003
H1 -0.9846 -2.3516 -0.1808  0.000
H2 -1.2278 -0.7210 1.6657  0.000
H3 -2.6270 1.2986 1.3569  0.000
H4 -3.8216 1.6675 -0.7829  0.000
H5 -3.6280 0.0051 -2.6048  0.000
H6 -2.1936 -1.9906 -2.3105  0.000
Br1 -0.8359 3.7241 -2.9463  -0.004
C7 0.9150 3.7762 -2.1544  -0.001
C8 2.0402 4.2459 -2.7887  0.001
C9 3.2723 3.8615 -2.2499  -0.001
C10 3.3671 2.8954 -1.2451  0.000
C11 2.2146 2.4209 -0.6511  0.000
C12 0.9942 2.9883 -1.0191  -0.003
C13 2.1588 1.1145 0.0935  0.000
O1 2.9856 0.6774 0.8108  -0.003
O2 1.0133 0.4433 -0.3051  -0.016
H7 1.9856 4.8605 -3.6771  0.000
H8 4.1750 4.2475 -2.7052  0.000
H9 4.3241 2.4752 -0.9613  0.000
H10 0.1285 2.8886 -0.3700  0.000

=====

[4]
Formula: C13H10ClO2Pd
Source: the OMol25 dataset
Level of theory: ωB97M-V/def2-TZVPD

Its total charge is +1. The HOMO-LUMO gap (alpha / beta) comes out at 0.183 / 0.179 Ha. The calculation puts the calculated total energy at -33732.282 eV.

Each line ends with the natural charge from an NBO analysis.
Geometry (Å):
Pd1 0.3836 0.5623 1.0793  1.035
C1 2.8217 0.6434 1.7007  -0.166
C2 2.2809 1.9392 1.6226  -0.251
C3 1.1967 2.2996 2.4466  -0.230
C4 0.6470 1.3555 3.3331  -0.209
C5 1.1684 0.0521 3.3833  -0.222
C6 2.2596 -0.3007 2.5697  -0.208
H1 3.7084 0.3954 1.1323  0.266
H2 2.7656 2.6902 1.0094  0.269
H3 0.8566 3.3288 2.4760  0.268
H4 -0.1231 1.6577 4.0327  0.269
H5 0.7972 -0.6482 4.1212  0.266
H6 2.7157 -1.2768 2.6732  0.265
Cl1 -3.3418 -1.9472 -4.8617  0.053
C7 -2.2307 -1.5026 -3.6429  -0.105
C8 -0.8608 -1.8070 -3.7864  -0.148
C9 0.0237 -1.4540 -2.8122  -0.233
C10 -0.3809 -0.7751 -1.6142  0.419
O1 0.5038 -0.4968 -0.7524  -0.637
C11 -1.7905 -0.4673 -1.4907  -0.300
C12 -2.3442 0.2107 -0.3556  0.441
O2 -1.7814 0.6179 0.6601  -0.591
C13 -2.6721 -0.8429 -2.5124  -0.135
H7 -0.5270 -2.3219 -4.6738  0.245
H8 1.0751 -1.6799 -2.9092  0.229
H9 -3.4313 0.3775 -0.4262  0.177
H10 -3.7203 -0.6096 -2.4027  0.233

=====

[5]
Formula: C13H10CrN2O4
Source: the OMol25 dataset
Level of theory: ωB97M-V/def2-TZVPD

The expectation value of S² is 6.093. Its total charge is +2. The value obtained for the relative energy (zero: lowest compared OMol25 entry of this formula, charge and spin) is 94.5 kJ/mol. The HOMO-LUMO gap (alpha / beta) comes out at 0.245 / 0.133 Ha. The calculation puts the calculated total energy at -53214.232 eV. Its spin multiplicity is 5.

Each line ends with the Löwdin spin population.
Geometry (Å):
Cr1 0.1016 -0.2381 -1.4150  2.675
O1 1.0317 2.5859 -0.6606  0.023
C1 0.6136 1.5569 -1.0328  0.027
C2 -0.0687 -2.1478 -1.4627  0.032
O2 -0.1509 -3.2527 -1.0950  0.030
C3 2.0219 -0.4675 -1.2447  0.029
O3 3.0389 -0.5116 -0.6515  0.023
C4 -1.8101 -0.1815 -1.0026  0.029
O4 -2.8761 -0.2380 -0.5330  0.027
C5 0.2575 0.2981 -4.9485  0.028
H1 -0.6547 0.9168 -4.9779  0.000
H2 1.2217 0.8332 -4.9593  -0.001
C6 0.1944 -1.0308 -5.0128  0.031
H3 1.1026 -1.6503 -5.0769  0.000
H4 -0.7711 -1.5538 -5.0960  0.000
N1 0.9201 -1.2987 2.5327  0.118
C7 1.0616 -1.3879 1.1774  0.012
N2 0.3250 -0.4589 0.6180  0.076
C8 -0.3328 0.2974 1.6602  0.013
C9 -1.1586 1.4284 1.6468  0.249
C10 -1.3835 2.0804 2.8680  0.174
C11 -0.9498 1.5862 4.0876  0.013
C12 -0.2379 0.3854 4.1315  0.269
C13 0.0707 -0.2367 2.8897  0.103
H5 1.3302 -1.9691 3.1480  0.002
H6 1.6871 -2.1732 0.7329  0.000
H7 -1.6123 1.7466 0.7090  0.006
H8 -1.9116 3.0047 2.8855  0.006
H9 -1.1488 2.1136 4.9958  -0.003
H10 0.0881 -0.0367 5.0864  0.009

=====

[6]
Formula: C13H10N2O4Sm
Source: the OMol25 dataset
Level of theory: ωB97M-V/def2-TZVPD

The expectation value of S² is 8.760. Its total charge is +3. The value obtained for the relative energy (zero: lowest compared OMol25 entry of this formula, charge and spin) is 0.0 kJ/mol. The HOMO-LUMO gap (alpha / beta) comes out at 0.198 / 0.215 Ha. The calculation puts the calculated total energy at -42686.493 eV. Its spin multiplicity is 6.

Each line ends with the Löwdin spin population.
Geometry (Å):
Sm1 0.0325 0.0199 0.3911  5.059
O1 -0.0198 3.7122 0.2063  0.001
C1 -0.0166 2.5561 0.2368  -0.008
C2 0.0280 -2.5527 0.1990  -0.006
O2 0.0282 -3.7076 0.1870  0.001
C3 2.5774 -0.0064 0.0818  -0.007
O3 3.7317 0.0005 0.0078  0.001
C4 -2.5434 -0.0153 0.0607  -0.006
O4 -3.6897 0.0085 -0.0065  0.001
C5 -0.0051 0.6738 -2.6840  -0.005
H1 -0.9433 1.2401 -2.6466  0.000
H2 0.9324 1.2422 -2.6626  0.000
C6 -0.0027 -0.6766 -2.6730  -0.006
H3 0.9368 -1.2404 -2.6282  0.000
H4 -0.9387 -1.2446 -2.6079  0.000
N1 -1.2362 -1.5813 4.2460  0.000
C7 -1.1280 -1.6659 2.9141  0.000
N2 -0.5245 -0.5714 2.4177  -0.023
C8 -0.2381 0.2943 3.5036  -0.001
C9 0.3515 1.5584 3.5278  -0.001
C10 0.4969 2.1639 4.7817  0.000
C11 0.0548 1.5035 5.9394  -0.001
C12 -0.5392 0.2418 5.8918  0.000
C13 -0.6804 -0.3479 4.6510  -0.001
H5 -1.6475 -2.2879 4.8497  0.000
H6 -1.4640 -2.4957 2.3227  0.000
H7 0.6587 2.0233 2.5689  0.000
H8 0.9508 3.1444 4.8489  0.000
H9 0.1872 2.0061 6.8888  0.000
H10 -0.8973 -0.3054 6.7621  0.000

=====

[7]
Formula: C13H10O3
Source: the OMol25 dataset
Level of theory: ωB97M-V/def2-TZVPD

The value obtained for the relative energy (zero: lowest compared OMol25 entry of this formula, charge and spin) is 583.3 kJ/mol. The HOMO-LUMO gap comes out at 0.292 Ha. The calculation puts the calculated total energy at -19778.766 eV.

Each line ends with the natural charge from an NBO analysis.
Geometry (Å):
C1 1.7823 0.4744 -2.6845  -0.064
C2 2.0163 1.3831 -3.7438  -0.079
C3 1.6344 -0.3615 -1.8857  0.021
C4 2.1434 2.2294 -4.5680  0.049
O1 -0.2005 -2.7446 3.5037  -0.679
O2 -2.5757 -0.8877 1.7990  -0.479
O3 -0.3949 -1.6004 0.8745  -0.470
C5 -3.0658 -1.0709 3.0818  0.137
C6 0.1609 0.6730 0.7187  -0.247
C7 -2.0790 -1.2293 4.0381  -0.338
C8 -0.7716 0.4459 1.6722  -0.167
C9 1.1452 -1.1993 -0.8689  -0.353
C10 0.4281 -0.7045 0.2213  0.346
C11 2.2335 2.9777 -5.7661  -0.693
C12 -0.7709 -1.3959 3.3418  0.013
C13 -1.1304 -0.9228 1.9410  0.424
H1 -0.8436 -3.2600 3.0088  0.463
H2 -4.1622 -1.0078 3.3674  0.225
H3 0.3969 1.6171 0.2535  0.253
H4 -2.2307 -1.1898 5.0918  0.232
H5 -1.3491 1.2894 2.0642  0.228
H6 1.0094 -2.2285 -1.1266  0.238
H7 3.2606 3.2074 -6.0456  0.240
H8 1.7590 2.2701 -6.5454  0.246
H9 1.6648 3.9353 -5.6688  0.239
H10 -0.0602 -0.7000 3.9255  0.213

=====

[8]
Formula: C13H11BO2S
Source: the OMol25 dataset
Level of theory: ωB97M-V/def2-TZVPD

The value obtained for the relative energy (zero: lowest compared OMol25 entry of this formula, charge and spin) is 0.0 kJ/mol. The HOMO-LUMO gap comes out at 0.342 Ha. The calculation puts the calculated total energy at -29268.317 eV.

Each line ends with the natural charge from an NBO analysis.
Geometry (Å):
O1 -3.8274 1.8404 -2.3800  -0.901
O2 -1.7618 2.9899 -3.1894  -0.659
S1 -0.7037 -2.3187 0.4592  0.259
B1 -2.4520 1.9981 -2.4669  1.103
C1 2.1227 -1.0015 3.8203  -0.192
C2 2.5705 -1.7478 2.7441  -0.217
C3 0.7759 -0.5931 3.8324  -0.209
C4 1.7166 -2.1178 1.7393  -0.206
C5 -0.0595 -0.9471 2.7787  -0.204
C6 0.6781 -0.6152 -1.2318  -0.203
C7 -1.7105 -0.2122 -0.9839  -0.203
C8 0.8112 0.5398 -1.9732  -0.192
C9 0.3767 -1.7586 1.7438  -0.185
C10 -0.5664 -0.9584 -0.6893  -0.166
C11 -1.5519 0.9322 -1.7564  -0.341
C12 -0.3138 1.3110 -2.2437  -0.034
C13 -0.4171 2.5186 -3.1606  -0.084
H1 -4.2798 1.3118 -1.6832  0.510
H2 2.8051 -0.7156 4.5920  0.215
H3 3.5553 -2.1584 2.7164  0.214
H4 0.4718 0.1026 4.6025  0.217
H5 2.1172 -2.6481 0.8828  0.216
H6 -1.0835 -0.5614 2.7905  0.222
H7 1.5339 -1.2186 -0.9798  0.222
H8 -2.6682 -0.4931 -0.5561  0.217
H9 1.7578 0.8487 -2.3882  0.212
H10 0.2071 3.3651 -2.8199  0.193
H11 -0.1042 2.3078 -4.1999  0.195